{
  "formula": "C5H7NO",
  "method": "ωB97M-V/def2-TZVPD",
  "elements": ["C", "N", "C", "C", "C", "C", "O", "H", "H", "H", "H", "H", "H", "H"],
  "xyz": [[1.2903, 1.3172, 1.6742], [1.1971, 0.8763, 0.4037], [0.4043, -0.0103, -0.1378], [-0.6079, -1.0736, 0.2003], [-1.5958, -0.4097, -0.7834], [-0.1948, -0.4631, -1.4451], [-0.0849, -1.8552, -0.9515], [2.2254, 1.7553, 1.9856], [0.5629, 0.9537, 2.3842], [1.8467, 1.3039, -0.2507], [-0.7927, -1.6089, 1.1321], [-2.0106, 0.5658, -0.5137], [-2.3257, -1.0983, -1.2192], [0.0858, -0.2529, -2.4788]],
  "forces_ev_per_angstrom": [[0.03, -0.06, 0.24], [-0.18, -0.20, -0.32], [0.20, 0.26, 0.19], [-0.13, -0.18, 0.57], [-0.21, 0.12, -0.03], [0.17, 0.19, -0.54], [0.04, -0.20, -0.02], [-0.10, 0.03, -0.11], [0.11, -0.07, -0.04], [-0.12, 0.05, 0.03], [0.00, 0.11, -0.14], [0.10, -0.11, -0.06], [0.10, 0.12, 0.05], [-0.02, -0.06, 0.17]],
  "orbital_gap_ha": [0.2727, 0.2727],
  "spin_multiplicity": 1,
  "homo_energy_ha": [-0.2386, -0.2386],
  "molar_mass_g_mol": 97.12,
  "de_lowest_kj_mol": 589.71,
  "energy_ev": -8830.0909
}